(1)
45
Properties=species:S:1:pos:R:3:forces:R:3 method="wB97M-V/def2-TZVPD" orbital_gap_ev="5.88 / 5.69" multiplicity=2 total_charge=+2
Se -4.465 -4.087 -1.899 0.04 -0.06 0.01
Ti 0.061 -0.297 0.485 -0.69 -1.81 -0.99
H 0.046 2.090 2.602 0.16 0.03 -0.04
N 3.759 -0.705 -1.418 0.19 -0.04 -0.52
H -2.229 0.051 2.754 -0.13 -0.15 -0.12
C 2.918 -0.422 -2.505 0.39 -0.11 0.24
C -1.202 0.344 2.948 0.16 0.18 -0.17
H -0.964 -2.161 3.909 0.02 0.03 0.04
C -2.219 1.587 0.168 0.05 0.26 0.28
H -0.387 3.565 0.425 -0.08 0.08 0.05
H -1.928 -2.150 2.413 -0.12 0.04 -0.10
H 0.004 0.466 -4.790 0.07 -0.02 0.05
Se -4.525 -1.308 1.204 0.07 -0.40 -0.35
C 0.825 0.219 -4.127 0.04 0.02 -0.12
H -0.385 0.412 -2.386 -0.12 0.01 0.05
H 1.569 0.238 2.717 -0.03 0.11 -0.02
C 2.085 -0.081 -4.674 -0.08 0.00 -0.04
Sb -4.035 -1.817 -1.078 -0.53 1.10 0.19
Se -1.046 -1.931 -0.562 0.93 0.97 0.60
C 3.073 -0.601 -0.299 -0.45 0.21 -0.08
C 1.063 -0.693 2.990 -0.21 0.07 -0.05
C 1.683 -0.136 -1.952 0.10 0.05 0.44
H -2.169 1.379 -0.891 0.05 -0.10 -0.27
C 0.603 0.200 -2.767 0.01 0.01 0.02
H 0.004 2.494 -0.916 -0.02 -0.08 -0.16
H -1.678 2.386 2.533 -0.06 0.16 -0.04
C 3.156 -0.411 -3.874 0.15 -0.02 -0.03
H 3.508 -0.766 0.672 0.01 -0.05 0.08
H 4.735 -0.961 -1.475 0.00 0.02 0.00
H -1.081 0.456 4.025 0.02 -0.06 0.11
C -0.900 1.676 2.262 0.01 -0.30 0.01
H 1.633 -1.543 2.623 0.08 -0.14 -0.10
C -0.926 -2.088 2.821 0.04 0.40 0.18
Se -3.812 -0.104 -2.711 0.03 -0.57 0.14
N 1.803 -0.255 -0.532 0.28 0.01 -0.45
H -2.882 0.861 0.630 -0.02 -0.13 0.07
N -0.848 1.518 0.771 -0.38 0.75 -0.06
H 4.127 -0.651 -4.289 -0.06 0.03 0.02
N -0.320 -0.762 2.442 -0.10 -0.35 0.74
H 1.029 2.520 0.533 0.13 -0.07 0.07
H -0.322 -2.890 2.422 0.18 -0.14 -0.10
H 1.047 -0.760 4.075 0.00 0.06 0.17
C 0.009 2.586 0.164 -0.19 -0.06 0.16
H -2.630 2.589 0.306 0.06 0.04 0.07
H 2.212 -0.059 -5.749 -0.01 0.00 0.03

---

(2)
47
Properties=species:S:1:pos:R:3:forces:R:3 method="wB97M-V/def2-TZVPD" orbital_gap_ev=6.86 multiplicity=1 total_charge=-1
C 3.334 -1.914 0.744 0.22 -0.29 -0.40
O -1.568 -0.207 2.727 0.01 -0.05 0.05
H -3.372 1.529 2.038 0.00 0.10 0.07
O -3.697 2.137 -2.363 -0.11 0.19 -0.11
H -2.121 3.061 -1.399 0.02 0.08 0.11
H -1.349 4.344 -3.393 0.03 -0.02 0.01
H -4.973 -0.740 -1.198 -0.13 0.00 -0.10
H -0.792 -2.066 -0.698 -0.12 -0.28 -0.19
H -1.916 -3.566 1.101 -0.13 -0.11 0.02
H -0.975 -2.479 2.113 0.15 -0.07 0.12
C 6.048 -0.769 1.635 -0.49 -0.03 0.05
O 3.308 2.135 2.223 -0.40 0.32 -0.42
C -4.286 -0.629 -0.374 -0.19 0.06 -0.37
H 3.194 3.005 1.824 0.20 0.04 -0.01
H 1.980 -3.490 0.333 -0.03 -0.19 -0.09
N -0.392 -2.551 0.093 0.39 0.37 0.53
C -2.484 -0.364 1.703 -0.03 -0.17 -0.07
H -3.169 1.356 -2.555 0.01 -0.06 0.09
As 3.875 -0.145 -0.009 -1.09 0.93 -0.44
H 4.818 1.981 -0.009 0.19 -0.15 0.06
H 0.794 -1.512 1.538 -0.03 -0.09 0.17
O 4.448 1.457 -0.730 -0.04 -0.13 0.15
H -1.409 2.613 -3.754 0.07 0.03 0.05
H 2.812 -0.211 -1.131 0.20 0.05 -0.05
H 3.226 -1.856 1.826 -0.07 0.20 0.10
C -2.805 3.242 -2.232 0.16 -0.22 -0.10
H -3.421 4.106 -1.989 -0.05 -0.02 0.03
C -2.456 -1.511 0.922 0.31 -0.31 0.40
H -2.013 -0.381 3.562 0.05 0.09 0.07
C -2.015 3.487 -3.504 -0.11 -0.02 -0.07
N 5.248 0.105 1.428 0.28 -0.05 -0.01
I 0.911 2.353 -0.021 0.09 0.14 -0.19
H -3.372 -2.507 -0.737 0.09 -0.22 0.00
C -3.398 0.634 1.433 0.09 0.46 0.24
O 6.791 -1.644 1.885 0.43 -0.07 0.14
C -3.370 -1.627 -0.111 -0.18 0.02 -0.16
C -4.294 0.519 0.391 -0.06 0.11 0.24
C -1.428 -2.592 1.136 -0.13 0.06 -0.50
P 2.342 1.007 1.466 0.14 -0.62 1.01
H -2.690 3.671 -4.341 -0.01 0.04 0.01
C 0.797 -1.743 0.478 -0.05 -0.15 -0.94
H 2.203 -2.399 -1.025 0.02 -0.03 -0.15
I 5.640 -1.325 -1.725 0.25 -0.27 -0.28
H 4.136 -2.608 0.514 0.31 0.08 0.13
H -4.974 1.333 0.199 -0.11 0.00 -0.17
C 2.085 -2.440 0.057 -0.10 -0.09 0.68
H 0.751 -0.799 -0.070 -0.03 0.31 0.27